No. 1
2 unconnected molecules or ions with the total composition C38H41BO5S at a distorted geometry. Source: the Open Molecules 2025 dataset; level of theory: the ωB97M-V functional and the def2-TZVPD basis.

Geometry as ORCA input:
```
! RIJCOSX wB97M-V def2-TZVPD def2/J DEFGRID3
* xyz 0 1
C 5.638 -3.016 -1.043
O 4.377 -3.358 -1.661
C 3.268 -2.690 -1.249
C 2.077 -2.857 -1.995
C 1.013 -1.999 -1.795
C 1.077 -1.001 -0.804
C 0.441 0.330 -1.090
B -0.848 0.883 -1.935
O -1.863 1.140 -1.008
C -3.042 1.340 -1.782
C -4.241 0.865 -1.000
C -3.210 2.855 -1.960
C -2.684 0.561 -3.103
C -2.911 -0.961 -3.010
C -3.427 1.086 -4.313
O -1.251 0.805 -3.242
C 0.597 1.397 -0.036
C 0.837 2.675 -0.557
C 1.123 3.747 0.274
C 1.029 3.567 1.661
O 1.155 4.620 2.553
C 1.918 5.727 2.148
C 1.365 6.991 2.386
C 2.099 8.120 2.028
C 3.373 7.987 1.461
C 3.913 6.716 1.228
C 3.196 5.572 1.590
C 0.670 2.322 2.195
C 0.479 1.233 1.348
C 2.140 -1.064 0.126
C 3.258 -1.844 -0.121
H 6.369 -3.645 -1.549
H 5.876 -1.951 -1.188
H 5.618 -3.246 0.031
H 2.047 -3.642 -2.747
H 0.126 -2.028 -2.426
H 1.113 0.695 -1.917
H -5.150 1.133 -1.547
H -4.236 -0.215 -0.826
H -4.257 1.382 -0.034
H -4.212 3.085 -2.338
H -3.117 3.329 -0.975
H -2.452 3.292 -2.621
H -3.985 -1.184 -3.054
H -2.443 -1.464 -3.876
H -2.511 -1.420 -2.095
H -4.510 0.938 -4.167
H -3.236 2.160 -4.462
H -3.130 0.526 -5.210
H 0.854 2.809 -1.641
H 1.388 4.712 -0.159
H 0.368 7.058 2.828
H 1.664 9.108 2.201
H 3.947 8.884 1.214
H 4.895 6.606 0.765
H 3.613 4.573 1.429
H 0.564 2.219 3.273
H 0.237 0.252 1.756
H 2.171 -0.405 0.990
H 4.135 -1.783 0.527
C 3.322 -3.533 4.239
O 3.059 -4.028 2.896
C 1.850 -3.725 2.360
C 1.493 -4.399 1.168
C 0.287 -4.122 0.576
C -0.625 -3.239 1.189
C -1.986 -3.207 0.763
C -3.072 -2.615 1.411
C -4.321 -3.054 0.888
C -4.185 -3.989 -0.132
C -5.268 -4.750 -0.788
S -2.538 -4.181 -0.584
C -0.223 -2.497 2.323
C 0.991 -2.756 2.936
H 4.330 -3.894 4.454
H 3.298 -2.428 4.268
H 2.588 -3.947 4.956
H 2.190 -5.122 0.741
H 0.019 -4.580 -0.372
H -2.959 -1.931 2.251
H -5.295 -2.725 1.254
H -6.200 -4.709 -0.213
H -5.445 -4.308 -1.777
H -4.987 -5.803 -0.907
H -0.888 -1.750 2.758
H 1.254 -2.235 3.864
*
```

As for the LUMO energy: 0.60 eV. For the molecular weight, the calculation gives 620.6 Da. As for the energy above the lowest of the compared OMol25 structures with the same formula, charge and spin: 10.4 kcal/mol. As for the SMILES: COc1ccc([C@@H](B2OC(C)(C)C(C)(C)O2)c2ccc(Oc3ccccc3)cc2)cc1.COc1ccc(-c2ccc(C)s2)cc1. The value obtained for the highest occupied orbital energy is -7.03 eV.

***

No. 2
2 unconnected molecules or ions with the total composition C2H4OS2 at a distorted geometry. Source: the Open Molecules 2025 dataset; level of theory: the ωB97M-V functional and the def2-TZVPD basis.

Geometry as ORCA input:
```
! RIJCOSX wB97M-V def2-TZVPD def2/J DEFGRID3
* xyz 0 1
C -1.359 0.090 0.684
C -0.409 0.462 -0.135
O 0.946 -1.731 0.255
S 2.639 0.644 -0.001
S 1.104 -0.439 -0.370
H -2.239 0.680 0.873
H -1.290 -0.870 1.176
H -0.414 1.845 -0.729
H 1.022 -0.682 -1.753
*
```

As for the LUMO energy: 0.18 eV. For the molecular weight, the calculation gives 108.2 Da. As for the energy above the lowest of the compared OMol25 structures with the same formula, charge and spin: 83.6 kcal/mol. The value obtained for the highest occupied orbital energy is -9.60 eV.

***

No. 3
A molecular structure, C20H26BrFeN4O2. Source: the Open Molecules 2025 dataset; level of theory: the ωB97M-V functional and the def2-TZVPD basis.

Geometry as ORCA input:
```
! RIJCOSX wB97M-V def2-TZVPD def2/J DEFGRID3
* xyz 1 5
Fe 0.174 0.005 0.302
O 1.105 4.248 -0.064
C 0.084 4.681 0.714
C -0.025 6.055 0.915
C -1.044 6.572 1.690
C -1.977 5.729 2.288
C -1.864 4.367 2.094
C -0.849 3.825 1.302
C -0.831 2.332 1.110
O 0.383 1.810 0.650
N -1.917 1.963 0.158
N -1.636 0.838 -0.523
C -2.227 0.485 -1.592
C -1.771 -0.686 -2.331
Br 0.028 -1.257 -1.893
C -2.370 -1.325 -3.332
C -3.751 -1.075 -3.774
C -4.040 -1.149 -5.137
C -5.323 -0.898 -5.592
C -6.334 -0.595 -4.689
C -6.063 -0.553 -3.329
C -4.777 -0.794 -2.870
H 1.134 3.279 -0.006
H 0.711 6.698 0.450
H -1.110 7.642 1.836
H -2.768 6.132 2.905
H -2.577 3.695 2.563
H -1.084 1.865 2.076
H -2.352 2.719 -0.358
H -3.047 1.055 -2.025
H -1.811 -2.073 -3.883
H -3.253 -1.392 -5.840
H -5.537 -0.946 -6.651
H -7.338 -0.407 -5.046
H -6.857 -0.347 -2.624
H -4.580 -0.809 -1.805
C -4.164 -1.226 3.011
C -2.712 -1.688 3.062
C -2.060 -1.212 4.363
C -2.634 -3.206 2.942
N -2.088 -1.084 1.859
N -0.667 -1.259 1.776
H -4.735 -1.692 3.813
H -4.619 -1.499 2.059
H -4.237 -0.143 3.135
H -2.634 -1.570 5.219
H -2.035 -0.120 4.416
H -1.045 -1.597 4.494
H -3.211 -3.673 3.740
H -1.609 -3.576 3.039
H -3.040 -3.536 1.985
H -2.279 -0.087 1.841
H -0.523 -2.245 1.568
H -0.212 -1.091 2.677
*
```

As for the LUMO energy (alpha / beta): -3.35 / -3.56 eV. For the molecular weight, the calculation gives 490.2 Da. Its expectation value of S² is 6.012. The value obtained for the highest occupied orbital energy (alpha / beta) is -10.64 / -10.65 eV.

***

No. 4
A molecular structure, C17H21F3IMnN7O4S2. Source: the Open Molecules 2025 dataset; level of theory: the ωB97M-V functional and the def2-TZVPD basis.

Geometry as ORCA input:
```
! RIJCOSX wB97M-V def2-TZVPD def2/J DEFGRID3
* xyz 1 5
Mn 0.623 0.839 -0.293
N -0.287 -0.308 -1.920
N -0.316 -1.666 -1.563
C -0.332 -1.997 -0.269
N -0.296 -3.284 0.052
S -0.483 -0.810 0.964
H -1.187 -0.048 -2.312
H 0.475 -0.106 -2.605
H -0.101 -2.344 -2.279
H -0.226 -4.015 -0.637
H -0.207 -3.541 1.020
F 4.895 -0.333 1.409
C 4.235 -0.758 0.340
F 4.967 -0.506 -0.753
F 4.060 -2.083 0.440
C 2.870 -0.065 0.189
O 2.568 0.941 0.850
O 2.077 -0.563 -0.664
N 0.335 2.126 2.205
N -0.114 2.367 0.849
H -0.049 2.852 2.799
H 1.347 2.167 2.209
H 0.199 3.266 0.485
H -1.140 2.377 0.941
N -3.026 -0.217 3.451
C -3.475 0.095 2.227
S -3.244 1.622 1.563
N -4.117 -0.868 1.533
C -4.423 -2.196 1.936
C -4.992 -2.479 3.171
C -5.274 -3.796 3.509
C -5.021 -4.826 2.616
C -4.487 -4.531 1.368
C -4.180 -3.224 1.030
H -2.483 0.481 3.927
H -3.048 -1.159 3.807
H -4.346 -0.594 0.592
H -5.256 -1.680 3.853
H -5.720 -4.010 4.471
H -5.251 -5.848 2.883
H -4.310 -5.324 0.653
H -3.761 -2.991 0.058
I 6.696 5.743 -4.084
C 5.130 4.485 -3.592
C 4.595 3.645 -4.562
C 3.552 2.798 -4.228
C 3.037 2.802 -2.935
C 3.575 3.647 -1.971
C 4.628 4.486 -2.296
C 1.939 1.860 -2.614
O 1.634 0.924 -3.337
O 1.343 2.094 -1.441
H 4.992 3.653 -5.567
H 3.132 2.128 -4.965
H 3.182 3.635 -0.964
H 5.058 5.137 -1.547
*
```

As for the LUMO energy (alpha / beta): -4.69 / -3.12 eV. For the molecular weight, the calculation gives 690.4 Da. Its expectation value of S² is 6.064. The value obtained for the highest occupied orbital energy (alpha / beta) is -10.79 / -10.80 eV.

***

No. 5
A molecular structure, C19H43OP3PrSSe at a distorted geometry. Source: the Open Molecules 2025 dataset; level of theory: the ωB97M-V functional and the def2-TZVPD basis.

Geometry as ORCA input:
```
! RIJCOSX wB97M-V def2-TZVPD def2/J DEFGRID3
* xyz 3 3
Pr 0.112 0.007 -0.038
P -2.696 -0.116 -0.700
P 0.183 -2.876 -0.381
P -0.027 2.860 -0.488
H 2.057 -0.901 -2.375
C 2.211 0.056 -1.857
C 2.922 0.112 -0.672
H 3.305 -0.797 -0.209
C -3.030 -0.166 -2.498
C -3.598 -1.585 -0.077
C -3.721 1.298 -0.140
C 1.888 -3.546 -0.387
C -0.660 -3.977 0.826
C -0.467 -3.462 -1.989
C 1.614 3.672 -0.508
C -0.947 3.879 0.735
C -0.745 3.395 -2.084
H 1.995 0.966 -2.433
H 3.243 1.066 -0.255
H -4.101 -0.212 -2.758
H -2.513 -1.026 -2.953
H -2.584 0.722 -2.980
H -4.667 -1.544 -0.344
H -3.500 -1.641 1.020
H -3.159 -2.513 -0.472
H -4.785 1.154 -0.395
H -3.366 2.243 -0.579
H -3.627 1.411 0.953
H 1.900 -4.591 -0.729
H 2.299 -3.484 0.633
H 2.521 -2.929 -1.034
H -0.743 -5.005 0.433
H -1.661 -3.590 1.041
H -0.094 -3.982 1.769
H -0.194 -4.511 -2.148
H -0.049 -2.850 -2.798
H -1.555 -3.346 -2.022
H 1.539 4.719 -0.834
H 2.286 3.119 -1.174
H 2.049 3.629 0.501
H -0.915 4.951 0.469
H -0.499 3.736 1.727
H -1.989 3.547 0.791
H -0.561 4.463 -2.251
H -1.821 3.198 -2.099
H -0.301 2.815 -2.901
C 1.032 0.129 -6.108
C 2.236 -0.129 -5.463
C 3.464 -0.061 -6.133
C 3.484 0.207 -7.510
C 2.286 0.393 -8.201
C 1.053 0.346 -7.511
Se -0.481 0.186 -4.853
H 0.068 -0.061 -3.411
H 2.237 -0.353 -4.401
H 4.382 -0.212 -5.574
H 4.444 0.268 -8.034
H 2.318 0.580 -9.285
H 0.121 0.485 -8.067
C -0.521 -1.419 4.451
S -1.355 -0.437 3.190
C -1.765 0.999 4.201
O -0.205 0.071 2.244
H -1.276 -1.589 5.227
H 0.352 -0.884 4.854
H -0.218 -2.374 4.009
H -0.858 1.447 4.630
H -2.299 1.725 3.581
H -2.432 0.613 4.983
*
```

As for the LUMO energy (alpha / beta): -9.99 / -9.75 eV. For the molecular weight, the calculation gives 632.4 Da. As for the energy above the lowest of the compared OMol25 structures with the same formula, charge and spin: 7.7 kcal/mol. Its expectation value of S² is 2.004. The value obtained for the highest occupied orbital energy (alpha / beta) is -15.05 / -15.05 eV.

***

No. 6
5 unconnected molecules or ions with the total composition C38H75ClN3O7S at a distorted geometry. Source: the Open Molecules 2025 dataset; level of theory: the ωB97M-V functional and the def2-TZVPD basis.

Geometry as ORCA input:
```
! RIJCOSX wB97M-V def2-TZVPD def2/J DEFGRID3
* xyz 1 1
C -5.428 1.695 3.004
C -5.205 2.654 2.137
N -4.680 2.471 0.814
C -3.401 2.431 0.482
N -2.487 2.546 1.450
C -1.039 2.531 1.083
C -0.417 1.159 1.457
C -1.120 0.373 2.562
C -2.271 -0.518 2.079
C -1.921 -1.461 0.915
C -0.584 -2.204 1.050
C 0.030 -2.520 -0.331
C 1.559 -2.618 -0.192
C 2.207 -1.254 -0.057
O 2.650 -1.046 1.284
C 3.640 -0.050 1.342
C -0.780 2.955 -0.378
C 0.704 2.533 -0.680
C 1.423 3.299 -1.819
C 2.715 2.534 -2.212
C 2.937 2.365 -3.735
C 3.499 0.970 -4.081
C 4.989 1.038 -4.475
C 5.814 -0.097 -3.850
C -0.833 4.481 -0.620
C -1.979 5.258 0.033
C -3.249 5.305 -0.826
Cl -1.383 6.982 0.156
C -1.735 2.063 -1.186
S -1.684 2.105 -2.996
C -0.334 1.100 -3.621
O -2.872 1.403 -3.397
O -1.694 3.436 -3.543
N -3.146 2.229 -0.820
H -4.795 0.829 3.141
H -6.294 1.770 3.643
H -5.464 3.670 2.409
H -5.374 2.370 0.077
H -2.703 3.290 2.101
H -0.540 3.274 1.703
H -0.284 0.490 0.610
H 0.584 1.371 1.825
H -0.365 -0.233 3.053
H -1.506 1.036 3.340
H -2.560 -1.133 2.929
H -3.111 0.088 1.756
H -2.704 -2.221 0.893
H -1.993 -0.952 -0.048
H 0.175 -1.654 1.602
H -0.759 -3.155 1.547
H -0.176 -1.728 -1.058
H -0.352 -3.458 -0.728
H 1.769 -3.214 0.694
H 2.000 -3.148 -1.033
H 3.088 -1.149 -0.699
H 1.521 -0.432 -0.306
H 3.317 0.908 0.914
H 3.867 0.112 2.392
H 4.565 -0.366 0.850
H 1.264 2.774 0.220
H 0.784 1.465 -0.856
H 0.795 3.563 -2.665
H 1.750 4.240 -1.386
H 2.710 1.564 -1.716
H 3.576 3.051 -1.795
H 3.626 3.147 -4.038
H 2.018 2.575 -4.273
H 3.391 0.295 -3.234
H 2.926 0.521 -4.892
H 5.396 1.962 -4.070
H 5.128 1.033 -5.551
H 5.858 0.077 -2.776
H 6.830 -0.034 -4.228
H 5.401 -1.076 -4.075
H -0.801 4.767 -1.667
H 0.069 4.895 -0.178
H -2.186 4.988 1.056
H -3.507 6.306 -1.143
H -4.084 4.865 -0.284
H -3.056 4.716 -1.723
H -1.481 1.033 -0.929
H -0.767 0.122 -3.799
H -0.025 1.498 -4.580
H 0.472 0.972 -2.906
H -3.645 2.884 -1.418
C 5.997 -4.366 3.625
C 6.173 -4.151 2.144
O 7.265 -4.163 1.623
C 4.920 -3.920 1.332
H 6.969 -4.519 4.088
H 5.526 -3.491 4.076
H 5.382 -5.245 3.808
H 4.407 -3.023 1.686
H 4.255 -4.782 1.414
H 5.189 -3.781 0.286
C -4.500 -3.716 -2.153
C -4.745 -3.967 -0.686
O -4.494 -3.124 0.149
C -5.315 -5.309 -0.303
H -4.090 -2.717 -2.287
H -3.788 -4.446 -2.542
H -5.437 -3.791 -2.706
H -4.637 -6.105 -0.615
H -6.287 -5.450 -0.779
H -5.441 -5.355 0.776
C 6.924 -8.454 6.763
C 6.436 -7.559 5.651
O 5.800 -6.555 5.886
C 6.781 -7.977 4.241
H 6.612 -8.044 7.721
H 6.501 -9.453 6.651
H 8.014 -8.516 6.743
H 6.352 -8.957 4.028
H 7.864 -8.018 4.118
H 6.377 -7.256 3.535
C -7.907 5.707 -0.697
C -7.119 4.801 -1.606
O -6.701 3.724 -1.222
C -6.862 5.286 -3.008
H -8.019 5.235 0.277
H -7.385 6.657 -0.572
H -8.898 5.886 -1.117
H -6.294 6.217 -2.983
H -7.808 5.448 -3.526
H -6.288 4.538 -3.551
*
```

As for the LUMO energy: -2.31 eV. For the molecular weight, the calculation gives 753.6 Da. The value obtained for the highest occupied orbital energy is -10.64 eV.

***

No. 7
2 unconnected molecules or ions with the total composition C6H14NO. Source: the Open Molecules 2025 dataset; level of theory: the ωB97M-V functional and the def2-TZVPD basis.

Geometry as ORCA input:
```
! RIJCOSX wB97M-V def2-TZVPD def2/J DEFGRID3
* xyz -1 1
C 1.634 0.016 -0.038
O 0.784 -0.658 -0.849
C 2.913 -0.768 0.285
C 2.608 -1.991 1.149
H 1.152 0.285 0.936
H 1.963 1.003 -0.454
H 3.642 -0.125 0.798
H 3.358 -1.088 -0.661
H 3.476 -2.656 1.228
H 1.794 -2.557 0.694
H 2.308 -1.694 2.156
C -1.795 1.369 -1.485
C -2.162 0.889 -0.108
C -3.043 1.599 0.639
N -1.560 -0.272 0.260
H -2.049 0.624 -2.241
H -0.720 1.533 -1.572
H -2.319 2.296 -1.715
H -3.335 1.274 1.631
H -3.450 2.511 0.229
H -0.658 -0.553 -0.260
H -1.595 -0.460 1.246
*
```

As for the LUMO energy: 4.15 eV. For the molecular weight, the calculation gives 116.2 Da. As for the energy above the lowest of the compared OMol25 structures with the same formula, charge and spin: 0.0 kcal/mol. The value obtained for the highest occupied orbital energy is -3.31 eV.

***

No. 8
A gas-phase ion, C3H4N2 (charge +1) at a distorted geometry. Source: the Open Molecules 2025 dataset; level of theory: the ωB97M-V functional and the def2-TZVPD basis.

Geometry as ORCA input:
```
! RIJCOSX wB97M-V def2-TZVPD def2/J DEFGRID3
* xyz 1 2
C -0.960 0.154 -0.224
C -0.108 1.234 0.212
N 1.087 0.777 0.492
C 1.093 -0.508 0.107
N -0.153 -0.915 -0.293
H -2.012 -0.017 -0.377
H -0.395 2.238 0.492
H 1.973 -1.105 -0.098
H -0.525 -1.859 -0.311
*
```

As for the LUMO energy (alpha / beta): -4.68 / -8.49 eV. For the molecular weight, the calculation gives 68.1 Da. As for the energy above the lowest of the compared OMol25 structures with the same formula, charge and spin: 0.0 kcal/mol. Its expectation value of S² is 0.763. The value obtained for the highest occupied orbital energy (alpha / beta) is -16.12 / -16.81 eV.